{"formula": "C4H9NO", "method": "wB97M-V/def2-TZVPD", "e_homo_ev": -9.61, "relative_energy_kj_mol": 271.7, "energy_ha": -287.72898, "gap_ev": 10.55, "species": ["C", "C", "C", "C", "H", "H", "H", "H", "H", "H", "H", "H", "H", "N", "O"], "xyz": [[0.47354, 1.34572, -1.07775], [-0.08367, 0.40167, 0.02395], [-0.85295, -0.85768, -0.40722], [0.96220, -0.56786, 0.43727], [0.71234, 0.80564, -2.09969], [-0.25836, 2.17133, -1.36454], [1.44656, 1.78415, -0.51089], [-0.12511, 1.89408, 1.48954], [-1.00727, 0.49685, 1.79584], [-1.72044, -1.09789, 0.26206], [-1.19828, -1.07111, -1.39907], [1.90882, -0.46951, -0.19339], [1.13726, -0.59639, 1.48998], [-0.80821, 1.17784, 1.06123], [0.22090, -1.76163, -0.09450]], "forces_ev_per_angstrom": [[0.74, 0.58, -0.14], [-1.29, 1.09, -1.49], [-1.46, -1.06, 0.98], [1.86, -1.83, -1.79], [-0.04, 0.87, 2.35], [1.01, -0.95, 0.68], [-2.02, -0.59, -1.98], [-1.40, -1.44, -0.82], [-0.10, 0.41, 0.10], [0.48, 0.49, -0.33], [-0.10, 0.58, -0.87], [-0.90, -0.11, 1.25], [0.35, -0.34, 0.78], [1.93, 0.53, 0.31], [0.96, 1.78, 0.96]]}